Entry 1:
DFT (wB97M-V/def2-TZVPD) results for a structure of composition C26H29N3OSSr in a non-equilibrium geometry.

The calculation puts the molar mass at 519.22 g mol⁻¹. Its total charge is +2. The value obtained for the LUMO energy is -0.2904 Ha. The HOMO energy is -12.6 eV. For the orbital gap, the calculation gives 0.1726 Ha.

XYZ file:
```
61
Properties=species:S:1:pos:R:3:forces:R:3:mulliken_charge:R:1
C 2.03600 3.62523 3.51417 -0.1842 -3.3790 -2.2480 -0.65
C 1.92919 2.33529 2.78052 -0.0356 2.5839 1.5290 -0.36
C 1.06961 2.05272 1.41349 -1.4234 -0.4573 -2.4364 0.35
C -0.58894 2.08848 1.42298 0.3002 -0.3845 -2.3609 0.38
C -1.45028 2.37256 2.82651 1.2263 -0.9181 -0.6434 -0.78
C -1.96243 0.94778 3.53320 -0.0710 0.1254 -0.0361 -0.69
C -3.06455 0.13306 2.62848 -0.5801 -0.1517 0.9293 -0.47
N -2.38818 -0.86685 1.71557 -0.8485 -1.1990 0.2618 -0.02
C -3.29066 -2.08014 1.43838 0.5240 0.4056 -0.8630 -0.83
C -3.05396 -2.44402 -0.17156 0.0758 -0.7029 -1.4179 0.78
C -2.08233 -3.70629 -0.63749 -2.5483 3.0849 -3.1774 -1.92
C -1.88181 -3.94821 -2.27471 -1.7424 2.9147 0.2262 -0.60
C -2.61511 -2.97492 -3.37823 -0.6774 0.7981 3.9616 -0.32
C -3.62257 -1.74692 -2.87273 1.8293 -2.1841 3.0600 -0.34
C -3.84110 -1.48207 -1.25946 1.3576 -1.5739 -2.6252 0.15
O -4.73307 -0.35759 -0.87630 2.2030 -3.4928 -1.7519 -0.48
C -1.52715 1.84922 0.07163 5.2932 -0.4093 -0.5519 -0.32
C -0.75844 1.51311 -1.33967 1.0583 -0.4603 3.2223 -0.09
C -1.68887 1.22262 -2.68252 0.2888 0.8574 0.6668 -0.08
N -1.83823 2.56778 -3.41250 1.0232 -0.7906 1.5064 -0.68
C 0.87980 1.44245 -1.35340 -0.7277 0.2404 3.2138 0.29
C 1.84934 1.71358 -0.01729 -4.2704 0.1270 0.3683 -0.54
N 3.38030 1.65048 -0.12016 -2.0576 -0.9096 -1.8833 -0.13
C 3.84566 0.36762 -0.77244 1.5228 -2.9901 -0.9589 -0.04
C 5.02335 -0.49494 0.03287 -1.7442 -1.1330 -3.5600 0.49
C 5.66167 0.03162 1.45932 0.3329 -0.0533 0.0300 -0.80
C 5.49491 -1.90249 -0.70773 -2.3099 1.8933 -1.5250 -0.57
C 4.88397 -2.40465 -2.17178 -1.3403 2.9443 1.6932 -0.42
C 3.71564 -1.52165 -2.97912 1.4716 1.0917 4.3713 -0.59
C 3.22157 -0.14408 -2.23783 2.0420 -1.6931 2.3285 0.36
S 1.85960 1.00173 -2.93447 0.3833 -0.9421 2.3447 -0.09
H 1.42636 4.59098 3.16939 1.6409 -2.3517 0.8037 0.27
H 2.80631 3.66646 4.42117 -2.0934 -0.0252 -2.1072 0.26
H 2.48668 1.39392 3.25673 -1.1789 2.2742 -1.3568 0.17
H -0.72086 2.88882 3.59204 -1.6579 -0.8506 -1.6354 0.32
H -2.35124 3.05058 2.51347 1.7166 -1.3139 0.8772 0.34
H -2.38428 1.20410 4.61376 0.6775 -0.5171 -2.4647 0.32
H -1.05656 0.19918 3.73023 -1.7314 1.7573 -0.5108 0.25
H -3.81168 -0.48099 3.32686 1.5863 1.5003 -1.1567 0.44
H -3.74147 0.82011 1.95673 1.4348 -1.0978 1.3918 0.21
H -1.45776 -1.17094 2.07787 -1.3079 0.4167 -0.0660 0.11
H -3.03534 -3.00157 2.14246 -0.7315 1.7606 -1.6468 0.29
H -4.41031 -1.72600 1.57419 2.3369 -0.9782 -0.3611 0.44
H -1.52530 -4.42428 0.13512 -1.9769 1.3055 -1.3817 1.15
H -1.18752 -4.81271 -2.69464 -1.7161 1.6942 0.9461 0.53
H -2.45408 -3.12057 -4.54377 -0.3482 0.2051 2.8358 0.39
H -4.19740 -1.02897 -3.62643 1.4937 -1.8581 1.6093 0.25
H -5.29151 -0.16748 -1.69088 0.8967 -0.3459 1.3060 0.44
H -2.70066 1.87143 0.07169 2.6190 -0.0087 0.1916 0.17
H -1.19801 0.42387 -3.40992 -0.9802 1.6901 1.6590 0.23
H -2.79132 0.90430 -2.37067 2.6098 0.4359 -0.4547 -0.10
H -0.88356 3.01068 -3.30204 -1.5600 -0.3270 -0.4198 0.33
H -2.48040 3.14025 -2.82097 0.7949 -0.4732 -0.6676 0.31
H 3.67380 2.47604 -0.72415 -0.3864 -1.3103 0.8836 0.38
H 4.87523 -0.00892 2.34459 1.4897 0.0594 -2.0747 0.16
H 6.07838 1.14517 1.40849 -1.1714 -2.4326 -0.2225 0.27
H 6.58982 -0.62940 1.78414 -2.0817 1.1797 -0.9199 0.34
H 6.31586 -2.56857 -0.15844 -1.9859 1.6084 -1.4679 0.28
H 5.26330 -3.43261 -2.64295 -0.8504 2.6199 1.1493 0.33
H 3.26927 -1.85642 -4.00959 1.0852 0.8086 2.1996 0.38
Sr 0.43130 -3.19699 -0.76218 1.0054 1.3325 -0.6125 1.76
```
Positions in Å, forces in eV/Å.

Entry 2:
DFT (wB97M-V/def2-TZVPD) results for a structure of composition BaH18O9 in a non-equilibrium geometry.

The calculation puts the molar mass at 299.46 g mol⁻¹. Its total charge is +2. The value obtained for the LUMO energy is -0.2497 Ha. The energy above the lowest of the compared OMol25 structures with the same formula, charge and spin comes out at 660.3 kcal/mol. The HOMO energy is -14.6 eV. For the orbital gap, the calculation gives 0.2862 Ha.

XYZ file:
```
28
Properties=species:S:1:pos:R:3:forces:R:3:mulliken_charge:R:1
Ba 0.05063 0.05382 0.05075 -5.7941 -3.2184 -4.0904 3.69
O -1.45370 -0.67488 1.18340 -8.0704 -3.9818 7.2225 -0.76
H -1.55506 -0.78650 2.12866 -0.4534 -0.1202 0.9521 0.23
H -2.25311 -1.04680 0.81075 -0.9189 -0.0508 0.2035 0.27
O -1.94512 0.07879 -0.84316 -8.4607 0.3490 -1.1592 -0.66
H -1.67002 0.63064 -1.57530 -1.0088 -0.3808 -0.2536 0.26
H -2.87495 0.27598 -0.73015 -0.9787 -0.1484 0.1698 0.28
O 1.69072 1.17002 0.09444 10.7943 7.0399 0.1774 -0.79
H 1.70564 2.12033 0.20808 1.1064 0.8402 -0.0803 0.16
H 2.61057 0.90874 0.13725 1.4008 0.5017 0.0913 0.24
O -0.49482 -1.92668 -0.47631 -1.6461 -8.2610 -2.3758 -0.68
H 0.09512 -2.66169 -0.64356 -0.0091 -0.9013 -0.2910 0.29
H -1.21508 -2.30671 0.02671 -0.3121 -0.7067 -0.3565 0.30
O 1.05911 -1.23370 1.38190 5.0658 -5.9835 5.3598 -0.68
H 0.43137 -1.88962 1.68512 0.0220 -0.4142 0.5996 0.33
H 1.82551 -1.74077 1.11405 0.5086 -0.6814 0.3972 0.34
O -0.26826 0.51387 -1.90113 1.5292 3.6264 -12.1359 -0.75
H -0.28513 1.34999 -2.36680 0.4469 0.8298 -1.0679 0.26
H -0.25149 -0.14639 -2.59395 -0.0847 -0.4045 -0.9107 0.31
O 0.18250 0.78556 1.81796 0.5177 6.3071 13.7867 -0.70
H 1.12434 0.87052 1.96613 0.3917 -0.0650 0.8855 0.28
H -0.21806 1.29950 2.51914 -0.3237 0.7018 1.3908 0.26
O -0.46764 2.04658 -0.07649 -2.5974 9.6100 -0.9504 -0.69
H 0.13537 2.70275 0.27287 -0.4796 1.0647 0.2172 0.20
H -1.20030 2.55499 -0.42430 -0.6377 0.9061 -0.0482 0.21
O 1.43260 -0.81928 -1.09163 8.4738 -5.4463 -6.1785 -0.66
H 1.45648 -1.47592 -1.78768 0.6381 -0.7209 -0.9596 0.26
H 2.35274 -0.65311 -0.88680 0.8800 -0.2915 -0.5955 0.17
```
Positions in Å, forces in eV/Å.

Entry 3:
DFT (wB97M-V/def2-TZVPD) results for a cluster of 2 separate species, CH2ClI in total in a non-equilibrium geometry.

The calculation puts the molar mass at 176.38 g mol⁻¹. The value obtained for the LUMO energy (spin up / spin down) is -0.0185 / -0.1116 Ha. The energy above the lowest of the compared OMol25 structures with the same formula, charge and spin comes out at 52.1 kcal/mol. The HOMO energy (spin up / spin down) is -10.0 / -8.6 eV. For the orbital gap (spin up / spin down), the calculation gives 0.3495 / 0.2056 Ha.

XYZ file:
```
5
Properties=species:S:1:pos:R:3:forces:R:3:mulliken_charge:R:1
C 0.62891 -0.02935 -0.05921 -0.7647 4.0608 -0.3361 -0.49
Cl 1.21643 -1.54685 0.02115 0.6757 -1.3886 -0.2843 -0.07
I -2.94003 0.47036 0.01075 0.3569 -0.0756 -0.0738 -0.04
H 1.04401 0.80568 -0.81496 -0.9914 -2.4078 1.7982 0.29
H 0.05067 0.30016 0.84227 0.7235 -0.1888 -1.1041 0.31
```
Positions in Å, forces in eV/Å.

Entry 4:
DFT (wB97M-V/def2-TZVPD) results for a cluster of 5 separate species, C7H20O4 in total in a non-equilibrium geometry.

The calculation puts the molar mass at 168.23 g mol⁻¹. Its total charge is +1. The value obtained for the LUMO energy (spin up / spin down) is -0.1461 / -0.2775 Ha. The energy above the lowest of the compared OMol25 structures with the same formula, charge and spin comes out at 14.8 kcal/mol. The HOMO energy (spin up / spin down) is -13.9 / -13.8 eV. As for the expectation value of S²: 0.753. For the orbital gap (spin up / spin down), the calculation gives 0.3651 / 0.2312 Ha. The spin multiplicity is 2.

XYZ file:
```
31
Properties=species:S:1:pos:R:3:forces:R:3:mulliken_spin:R:1
C -0.96854 -1.38847 -1.97513 0.9567 -1.6344 0.3160 0.04
C -0.29470 -0.25793 -1.15090 -0.3341 0.7354 -1.8770 0.06
C 0.45996 -0.67862 0.02215 -2.0403 1.2841 -0.9804 0.19
C 1.52049 -1.55165 0.00910 1.1799 -1.7036 -0.4706 0.49
C -0.02039 -0.14856 1.28977 2.0997 0.6183 2.7008 0.03
C -0.39062 -1.36022 2.16209 -0.7573 0.9033 -0.3916 0.06
C -1.69033 -1.53538 2.36508 -1.1407 0.0199 -0.0267 0.03
H -0.23556 -2.11835 -2.44852 -0.6289 0.9475 0.6994 0.00
H -1.60774 -1.96160 -1.29429 -0.0066 -0.0051 -0.2323 0.00
H -1.57116 -1.03685 -2.79495 -0.1372 0.5564 -0.1046 0.00
H -1.05555 0.45591 -0.79946 0.2239 -0.2938 -0.4229 0.00
H 0.31571 0.33516 -1.92553 -0.3317 -0.5353 1.2513 0.05
H 2.05009 -1.72127 0.92940 0.2587 -0.0831 0.1523 0.01
H 1.85372 -2.15896 -0.85380 -0.3299 0.8406 0.4563 0.00
H -0.76223 0.65231 1.43635 0.1011 -0.5219 -1.1956 0.00
H 0.89903 0.29347 1.77689 -0.6540 -0.3642 -0.1283 0.02
H 0.46745 -1.89738 2.55119 -0.6075 -0.4629 0.1256 -0.01
H -2.19047 -2.29858 2.92353 0.6509 -0.7743 0.6582 0.00
H -2.53466 -0.90444 2.00682 1.2943 0.1007 -0.3306 0.00
H 1.59827 1.79391 0.31410 -0.0382 0.0769 -0.5987 0.00
H 2.05106 2.49042 1.53175 0.2150 0.4717 0.5107 0.00
O 1.47562 2.62329 0.77900 -0.1782 -0.3011 -0.0639 0.00
H -0.30682 3.06588 -1.70961 0.4643 1.0587 -0.5471 0.00
H 0.65465 2.84846 -3.00214 -0.0268 0.8373 0.1107 0.00
O 0.08972 2.45779 -2.34226 -0.1705 -1.8674 0.0177 0.00
H 0.58383 -4.76280 0.69379 -0.0761 -0.6842 -0.4616 0.00
H 0.00036 -4.03331 -0.64592 0.2250 -0.8330 0.6279 0.00
O 0.31937 -3.95296 0.26665 -0.1364 1.5711 -0.2347 0.03
H -1.60202 4.26552 -0.56510 -0.1806 0.4965 -0.0666 0.00
H -0.32959 3.74551 0.00589 0.5992 0.2256 0.5374 0.00
O -0.65519 4.45358 -0.56063 -0.4937 -0.6796 -0.0311 0.00
```
Positions in Å, forces in eV/Å.

Entry 5:
DFT (wB97M-V/def2-TZVPD) results for an isolated molecule of C4H4O in a non-equilibrium geometry.

The calculation puts the molar mass at 68.08 g mol⁻¹. The value obtained for the LUMO energy is 0.0101 Ha. The energy above the lowest of the compared OMol25 structures with the same formula, charge and spin comes out at 44.0 kcal/mol. The HOMO energy is -9.9 eV. For the orbital gap, the calculation gives 0.3751 Ha.

XYZ file:
```
9
Properties=species:S:1:pos:R:3:forces:R:3:mulliken_charge:R:1
C -1.37509 -0.90310 0.02285 -0.5591 -1.4762 -3.0408 -0.61
C -0.40330 -0.09172 -0.08324 0.6938 1.8299 -0.0043 0.38
C 0.60206 0.74014 -0.10153 -0.1130 1.6184 0.6188 -0.54
C 1.94511 0.21534 0.02410 -0.6815 -0.9553 0.3545 0.17
O 2.11116 -0.98064 0.00642 1.4815 0.1518 -0.1378 -0.49
H -1.39319 -1.48633 0.88565 -0.7398 -0.7458 1.5354 0.29
H -1.78405 -1.32074 -0.94892 0.0712 0.5991 1.4155 0.23
H 0.58376 1.80974 0.16751 -0.8128 -0.4707 -0.4662 0.30
H 2.65338 1.01290 0.32215 0.6598 -0.5512 -0.2751 0.28
```
Positions in Å, forces in eV/Å.

Entry 6:
DFT (wB97M-V/def2-TZVPD) results for an isolated molecule of C7H3Br3O3 in a non-equilibrium geometry.

The calculation puts the molar mass at 374.81 g mol⁻¹. The value obtained for the LUMO energy is -0.0442 Ha. The HOMO energy is -9.7 eV. For the orbital gap, the calculation gives 0.3110 Ha.

XYZ file:
```
16
Properties=species:S:1:pos:R:3:forces:R:3:mulliken_charge:R:1
C -1.19196 -1.75171 -0.65576 -0.0069 0.1050 -0.3895 -1.43
C 0.25329 -1.54648 -0.97660 0.0143 0.3175 0.2710 0.64
Br 1.04027 -2.98241 -1.89809 0.0190 0.0074 -0.0357 -0.13
C 0.95773 -0.46096 -0.63723 0.2371 -0.4330 -0.1457 -0.15
Br 2.81965 -0.30886 -0.98806 -0.1491 0.0583 0.0032 -0.11
C 0.43913 0.72094 0.03176 -0.1696 0.3073 0.2145 0.58
C -0.56896 1.55270 -0.24849 -0.0401 -0.2877 -0.4415 -0.02
Br -1.74183 1.53556 -1.68657 -0.0081 -0.0456 0.1899 -0.05
C -0.59480 2.65203 0.76857 0.3819 -0.2293 -0.4345 0.48
O -1.48712 3.34211 1.11279 0.0250 0.4221 -0.1070 -0.46
O 0.67961 2.65263 1.31753 -0.5484 -0.2137 1.0271 -0.28
C 1.07009 1.30897 1.27456 -0.0915 0.0675 -0.3779 0.24
O 1.67035 0.78296 2.14260 0.4249 0.0100 -0.0977 -0.47
H -1.77992 -1.55212 -1.55511 -0.0565 -0.0434 0.0307 0.32
H -1.52951 -1.07235 0.12265 -0.0083 -0.0648 0.1045 0.39
H -1.36709 -2.78899 -0.38311 -0.0237 0.0224 0.1886 0.44
```
Positions in Å, forces in eV/Å.